# 1
Molecular formula: C40H40N8
Method: DFT, ωB97M-V/def2-TZVPD

The LUMO energy is 0.01674 hartree. The gap between HOMO and LUMO is 9.7 eV. As for the SMILES: c1ccncc1.c1ccncc1.c1ccncc1.c1ccncc1.c1ccncc1.c1ccncc1.c1ccncc1.c1ccncc1. The HOMO energy comes out at -0.340 Ha. The value obtained for the energy above the lowest of the compared OMol25 structures with the same formula, charge and spin is 1.915 eV. The molar mass is 632.82 g/mol.

Structure (ORCA input):
```
! RIJCOSX wB97M-V def2-TZVPD def2/J DEFGRID3
* xyz 0 1
C 4.71 -2.95 2.00
C 4.13 -1.80 2.51
C 3.99 -0.71 1.72
N 4.34 -0.70 0.44
C 5.03 -1.73 -0.03
C 5.27 -2.85 0.74
H 4.73 -3.87 2.53
H 3.74 -1.83 3.54
H 3.47 0.17 2.12
H 5.39 -1.68 -1.05
H 5.65 -3.82 0.37
C 3.40 2.72 -0.07
C 2.65 3.89 0.03
C 1.65 3.99 -0.87
N 1.28 3.01 -1.75
C 1.97 1.95 -1.78
C 3.04 1.79 -0.95
H 4.40 2.61 0.47
H 2.99 4.73 0.65
H 0.94 4.80 -0.89
H 1.83 1.24 -2.53
H 3.68 0.94 -1.10
C 0.32 -6.08 2.07
C 0.86 -4.86 1.82
C 1.92 -4.75 0.91
N 2.57 -5.76 0.35
C 2.02 -6.96 0.59
C 0.84 -7.15 1.38
H -0.51 -6.22 2.71
H 0.42 -3.95 2.29
H 2.32 -3.78 0.58
H 2.47 -7.83 0.07
H 0.51 -8.19 1.42
C 0.62 4.34 2.58
C 1.20 5.41 3.18
C 2.00 5.27 4.35
N 2.35 4.07 4.83
C 1.77 3.00 4.25
C 0.89 3.10 3.21
H -0.06 4.40 1.75
H 1.11 6.41 2.80
H 2.39 6.16 4.86
H 2.02 2.00 4.68
H 0.32 2.19 3.03
C -4.04 -0.05 -1.99
C -4.06 -1.40 -2.19
C -4.99 -1.89 -3.11
N -5.84 -1.07 -3.78
C -5.86 0.23 -3.53
C -5.02 0.76 -2.60
H -3.36 0.47 -1.33
H -3.33 -2.05 -1.67
H -5.02 -3.00 -3.42
H -6.63 0.84 -4.06
H -5.09 1.80 -2.31
C -3.05 0.14 -5.85
C -2.32 -1.06 -5.99
C -1.09 -1.14 -5.33
N -0.58 -0.11 -4.63
C -1.27 1.01 -4.52
C -2.52 1.18 -5.12
H -4.08 0.18 -6.19
H -2.64 -1.94 -6.47
H -0.39 -1.96 -5.48
H -0.90 1.81 -3.91
H -3.11 2.10 -4.98
C -2.01 1.50 1.13
C -1.38 2.07 0.04
C -1.99 3.15 -0.59
N -3.12 3.70 -0.18
C -3.54 3.33 1.04
C -3.10 2.15 1.68
H -1.61 0.64 1.72
H -0.51 1.68 -0.47
H -1.50 3.57 -1.49
H -4.35 3.88 1.45
H -3.64 1.83 2.53
C 0.57 -0.64 2.39
C 0.40 -1.00 0.99
C -0.77 -1.58 0.61
N -1.76 -1.88 1.48
C -1.58 -1.58 2.73
C -0.45 -0.92 3.21
H 1.39 -0.14 2.80
H 1.18 -0.77 0.31
H -0.87 -1.92 -0.39
H -2.39 -1.84 3.40
H -0.46 -0.80 4.30
*
```

Results of the Mulliken charge analysis, in e, for atoms 1 through 2: C -0.32; C -0.45

# 2
Molecular formula: C40H40NO2SiY
Method: DFT, ωB97M-V/def2-TZVPD

The LUMO energy is -0.03703 hartree. The gap between HOMO and LUMO is 6.3 eV. The HOMO energy comes out at -0.267 Ha. The molar mass is 683.76 g/mol.

Structure (ORCA input):
```
! RIJCOSX wB97M-V def2-TZVPD def2/J DEFGRID3
* xyz 0 1
C 2.52 -0.14 0.20
C 2.45 -0.81 -1.05
C 1.99 0.12 -2.02
H 2.67 -1.86 -1.25
C 1.77 1.37 -1.36
C 2.11 1.18 0.02
H 1.39 2.28 -1.84
C -1.10 -2.57 0.41
C 0.14 -2.91 -0.16
C -0.01 -2.88 -1.58
H 1.08 -3.00 0.40
C -1.40 -2.68 -1.90
C -2.05 -2.48 -0.62
H 1.91 -0.04 -3.11
H 2.05 1.96 0.76
H 2.87 -0.57 1.11
H -3.08 -2.18 -0.51
H 0.79 -3.13 -2.32
H -1.30 -2.48 1.47
Y -0.17 0.01 -0.56
C -1.78 -1.84 -3.20
C -3.29 -1.70 -3.36
C -1.12 -2.43 -4.44
H -3.83 -2.67 -3.34
H -3.50 -1.24 -4.33
H -3.73 -1.06 -2.57
H -1.43 -3.48 -4.56
H -0.03 -2.40 -4.37
H -1.44 -1.93 -5.36
C -1.22 -0.47 -2.75
C -1.48 1.01 -3.04
H -0.12 -0.40 -2.98
H -1.73 -0.46 -1.72
O -1.23 1.71 -1.90
N -1.52 1.39 -4.33
C -0.43 2.26 -4.86
H -2.43 1.65 -4.73
C 0.85 1.54 -5.25
C 2.04 2.24 -5.02
H 1.98 3.22 -4.53
C 3.25 1.68 -5.39
H 4.18 2.22 -5.18
C 3.28 0.43 -6.04
H 4.24 0.03 -6.40
C 2.10 -0.28 -6.23
H 2.11 -1.26 -6.71
C 0.87 0.26 -5.82
H -0.06 -0.29 -5.94
H -0.20 2.97 -4.03
H -0.80 2.84 -5.73
O -0.39 0.11 1.53
Si -0.29 0.35 3.14
C -1.48 1.65 3.70
C -2.21 1.51 4.87
C -3.09 2.53 5.27
C -3.25 3.66 4.48
C -2.52 3.79 3.28
C -1.64 2.78 2.89
C -0.69 -1.20 4.06
C -1.99 -1.72 3.93
C -2.33 -2.94 4.52
C -1.37 -3.67 5.22
C -0.08 -3.17 5.36
C 0.25 -1.93 4.80
C 1.40 0.90 3.70
C 1.62 2.13 4.33
C 2.92 2.53 4.66
C 4.00 1.69 4.38
C 3.79 0.44 3.81
C 2.49 0.04 3.50
H -2.08 0.62 5.49
H -3.63 2.43 6.21
H -3.92 4.47 4.78
H -2.61 4.69 2.67
H -1.07 2.86 1.96
H -2.73 -1.15 3.36
H -3.36 -3.30 4.45
H -1.63 -4.62 5.67
H 0.69 -3.72 5.92
H 1.26 -1.52 4.95
H 0.76 2.76 4.59
H 3.08 3.48 5.17
H 5.01 1.99 4.64
H 4.61 -0.25 3.63
H 2.30 -0.97 3.12
*
```

Results of the Mulliken charge analysis, in e, for atoms 1 through 2: C -0.21; C -1.53

# 3
Molecular formula: C40H41BCrF2IN4PSi
Method: DFT, ωB97M-V/def2-TZVPD

The LUMO energy (alpha / beta) is -0.08954 / -0.08991 hartree. The gap between HOMO and LUMO (alpha / beta) is 7.9 / 7.4 eV. The expectation value of S² is 3.966. The HOMO energy (alpha / beta) comes out at -0.380 / -0.362 Ha. The molar mass is 864.56 g/mol.

Structure (ORCA input):
```
! RIJCOSX wB97M-V def2-TZVPD def2/J DEFGRID3
* xyz 1 4
Cr -0.29 -0.12 0.24
I 2.57 -0.95 -0.63
C 3.53 0.08 -2.23
C 4.76 -0.45 -2.55
C 5.60 0.17 -3.48
C 5.18 1.34 -4.05
C 3.91 1.89 -3.76
C 3.57 3.09 -4.40
C 2.35 3.67 -4.18
C 1.45 3.04 -3.32
C 1.73 1.86 -2.65
P 0.27 1.47 -1.52
C 0.35 3.10 -0.66
C -0.79 3.74 -0.19
C -0.68 4.95 0.48
C 0.56 5.52 0.71
C 1.70 4.85 0.30
C 1.60 3.65 -0.37
C -1.01 1.67 -2.83
C -1.81 2.79 -3.04
C -2.71 2.82 -4.09
C -2.82 1.75 -4.95
C -2.03 0.63 -4.75
C -1.13 0.59 -3.70
C 3.01 1.25 -2.84
H 5.09 -1.36 -2.07
H 6.56 -0.26 -3.72
H 5.82 1.87 -4.74
H 4.29 3.54 -5.07
H 2.07 4.60 -4.65
H 0.50 3.53 -3.16
H -1.75 3.29 -0.34
H -1.58 5.45 0.83
H 0.64 6.47 1.22
H 2.67 5.27 0.51
H 2.50 3.14 -0.69
H -1.71 3.66 -2.41
H -3.31 3.70 -4.24
H -3.51 1.79 -5.78
H -2.11 -0.20 -5.44
H -0.48 -0.26 -3.57
N -0.13 -1.44 2.10
C -0.14 -1.03 3.51
C 0.98 -0.05 3.86
C 0.79 1.34 3.26
N 1.14 1.34 1.83
H -0.89 -2.11 1.98
H 0.73 -1.97 1.93
H -0.03 -1.91 4.16
H -1.11 -0.57 3.73
H 1.95 -0.46 3.55
H 0.99 0.06 4.95
H 1.42 2.05 3.81
H -0.25 1.67 3.35
H 2.12 1.10 1.75
H 1.04 2.30 1.48
C -4.33 -0.62 5.07
C -3.98 -1.56 4.11
C -3.45 -1.15 2.89
C -3.25 0.19 2.61
C -3.62 1.12 3.58
C -4.16 0.72 4.79
Si -2.41 0.82 0.99
C -3.81 0.88 -0.31
C -4.47 -0.27 -0.71
C -5.41 -0.25 -1.73
C -5.73 0.94 -2.36
C -5.12 2.11 -1.95
C -4.17 2.07 -0.94
H -4.74 -0.94 6.02
H -4.11 -2.61 4.32
H -3.20 -1.90 2.16
H -3.50 2.18 3.38
H -4.44 1.47 5.52
H -2.29 2.25 1.45
H -4.26 -1.20 -0.21
H -5.90 -1.17 -2.04
H -6.47 0.96 -3.15
H -5.38 3.05 -2.41
H -3.73 3.00 -0.62
F 0.06 -2.69 -0.27
B -0.97 -1.81 -0.73
F -2.10 -2.13 0.06
N -2.47 -2.76 -3.94
C -1.29 -3.43 -4.05
C -0.57 -3.14 -2.93
N -1.33 -2.31 -2.15
C -2.47 -2.09 -2.79
H -3.23 -2.78 -4.60
H -1.06 -4.07 -4.88
H 0.40 -3.46 -2.62
H -3.25 -1.44 -2.43
*
```

Results of the Mulliken charge analysis, in e, for atoms 1 through 2: Cr 0.12; I 0.24